Record 1
A cluster of 2 separate species, C11H9F2NS in total at a distorted geometry, computed with ωB97M-V with the def2-TZVPD basis set.

Geometry as XYZ:
```
24
Properties=species:S:1:pos:R:3:forces:R:3
C -1.707 -2.279 1.529 -0.5 -2.6 2.1
C -1.594 -1.491 0.458 -0.2 1.5 -1.1
C -1.885 -3.122 2.388 0.0 2.4 -1.9
C -1.729 -0.654 -0.409 1.2 2.2 -3.0
C 0.176 1.186 -1.533 1.2 1.5 0.5
C 1.358 0.531 -1.226 -1.4 1.9 -0.2
C 1.106 2.897 -0.436 0.2 -1.4 -1.7
C -1.831 -3.986 3.493 3.4 0.1 1.4
C 1.639 -0.835 -1.578 2.1 -0.6 0.4
C 1.430 4.285 -0.027 -0.9 0.8 -2.5
C -1.013 0.618 -2.081 -3.0 -3.8 -0.1
N 0.100 2.515 -1.169 0.0 0.2 1.2
F -0.843 -0.408 -3.016 -0.5 2.1 1.4
F -2.057 1.370 -2.453 2.0 -1.0 0.8
S 2.359 1.612 -0.394 -0.3 0.7 0.6
H -1.814 -4.974 3.161 0.2 -1.9 -0.7
H -2.611 -3.988 4.207 -0.7 0.8 0.9
H -0.737 -3.794 3.921 -2.4 -0.5 -0.1
H 0.855 -1.102 -2.209 -0.7 -1.0 -1.2
H 2.648 -0.925 -2.057 -0.9 -0.2 0.4
H 1.569 -1.464 -0.700 0.2 -0.3 0.3
H 2.389 4.326 0.362 2.1 0.1 0.6
H 1.371 4.965 -0.953 0.1 -1.0 1.4
H 0.819 4.716 0.722 -1.1 0.1 0.7
```
Forces are in eV/Å.

Properties
Calculated total energy, eV: -29306.311
Energy relative to the best compared isomer or geometry (same formula, charge and spin), kJ/mol: 123.2

Record 2
A cluster of 2 separate species, C11H9N2O3 in total at a distorted geometry, computed with ωB97M-V with the def2-TZVPD basis set.

Geometry as XYZ:
```
25
Properties=species:S:1:pos:R:3:forces:R:3
O 3.102 0.735 0.767 0.4 0.9 -0.2
C 2.369 1.187 -0.040 -0.8 -0.3 -0.8
N 1.577 1.540 -0.904 0.0 -0.8 1.6
C 0.402 0.620 -0.733 -1.3 -1.7 -0.1
C 0.719 -0.825 -0.797 -2.8 0.6 0.3
C -0.364 -1.799 -0.626 0.5 3.0 0.1
C -1.698 -1.275 -0.371 0.4 0.7 -0.1
C -2.003 0.167 -0.297 1.9 -1.1 -0.5
C -0.926 1.152 -0.493 0.0 -2.4 0.1
C -3.465 0.579 0.014 -0.7 -0.6 -0.1
O -3.760 1.639 0.516 0.6 -0.4 -0.5
C -4.588 -0.454 -0.303 1.3 -0.8 -0.3
C -4.293 -1.782 -0.388 0.1 1.1 0.0
C -2.850 -2.299 -0.162 -0.4 0.7 -0.2
O -2.613 -3.440 0.158 -0.1 0.6 -0.3
H 1.750 -1.194 -0.987 -0.9 0.5 0.1
H -0.094 -2.874 -0.703 -0.7 0.9 0.2
H -1.170 2.239 -0.451 0.4 -1.0 0.0
H -5.628 -0.095 -0.472 1.0 -0.1 0.4
H -5.123 -2.488 -0.619 1.0 0.3 0.4
N 5.733 1.734 1.378 0.1 0.1 0.0
H 6.180 1.035 1.978 0.0 0.0 0.0
H 6.264 1.827 0.509 0.0 0.0 0.1
H 4.767 1.435 1.162 -0.2 -0.2 0.0
H 5.712 2.635 1.862 0.0 -0.1 0.0
```
Forces are in eV/Å.

Properties
Calculated total energy, eV: -20666.854
Total charge: +1

Record 3
An isolated molecule of C11H9N3O at a distorted geometry, computed with ωB97M-V with the def2-TZVPD basis set.

Geometry as XYZ:
```
24
Properties=species:S:1:pos:R:3:forces:R:3
C -0.221 0.556 -0.669 -3.5 1.7 -3.7
C 1.776 -0.273 0.146 -1.5 1.9 -2.4
C 2.497 -0.729 1.175 0.3 0.1 4.3
C 3.852 -0.858 1.058 1.3 -1.2 -1.2
C 4.333 -0.682 -0.257 1.1 1.7 1.0
C 3.512 -0.138 -1.259 2.2 -0.4 0.1
C -1.752 0.475 -0.366 -1.2 -2.1 0.9
C -2.714 0.867 -1.301 -0.5 -1.3 4.9
C -4.034 0.767 -0.800 0.7 -0.9 3.1
C -4.393 0.247 0.516 3.6 -0.3 -2.4
C -3.320 -0.341 1.259 -3.2 0.7 -1.3
H -0.151 -0.360 1.017 -0.4 -0.4 0.9
H 2.097 -0.669 2.246 0.1 -0.5 -1.8
H 4.474 -1.165 1.941 -0.5 0.6 -1.2
H 5.386 -0.441 -0.439 -0.1 -1.0 0.2
H 4.162 0.206 -2.146 -2.0 -0.4 0.8
H -2.369 1.278 -2.167 0.3 1.1 -2.4
H -4.784 1.239 -1.306 -2.0 0.8 -1.7
H -5.346 0.019 0.900 -1.4 0.6 -0.1
H -3.691 -0.903 2.163 1.5 0.4 -0.7
N 0.434 0.131 0.380 3.1 -0.9 -0.3
N 2.226 0.060 -1.097 0.9 -0.9 1.3
N -2.122 -0.251 0.790 3.2 1.3 -0.8
O 0.150 0.966 -1.784 -1.7 -0.3 2.4
```
Forces are in eV/Å.

Properties
Calculated total energy, eV: -18068.595
Energy relative to the best compared isomer or geometry (same formula, charge and spin), kJ/mol: 344.0
Structure (SMILES): O=C(Nc1ccccn1)c1ccccn1